No. 1
Entry from OMol25: the molecule C17H24N4O2S at a distorted geometry (ωB97M-V/def2-TZVPD).

Output
electronic energy = -1429.88839 hartree
LUMO = 0.59 eV
SMILES = CCN(CC)C(=O)CSc1nnc(COc2ccccc2)n1CC
orbital gap = 9.24 eV
energy above the lowest of the compared OMol25 structures with the same formula, charge and spin = 2.321 eV
maximum force = 1.23 eV/A

Structure (XYZ):
```
48
Properties=species:S:1:pos:R:3:lowdin_charge:R:1
C -2.028 -1.810 1.962 -0.06
C -2.078 -1.327 0.514 -0.21
N -3.404 -0.899 0.119 -0.08
C -4.288 -1.924 -0.411 -0.20
C -4.130 -2.073 -1.921 -0.07
C -3.900 0.349 0.244 -0.53
O -5.042 0.632 -0.067 0.05
C -2.982 1.429 0.800 -0.32
S -1.770 1.987 -0.450 1.01
C -0.313 1.797 0.479 -0.63
N -0.227 1.364 1.711 0.02
N 1.074 1.334 2.035 0.07
C 1.763 1.751 1.012 -0.30
C 3.249 1.844 0.949 -0.11
O 3.798 1.103 -0.121 -0.06
C 3.722 -0.267 -0.087 -0.26
C 3.152 -1.010 0.939 -0.02
C 3.139 -2.393 0.850 -0.08
C 3.684 -3.041 -0.242 -0.10
C 4.253 -2.296 -1.263 -0.09
C 4.272 -0.918 -1.190 -0.01
N 0.926 2.059 -0.027 -0.01
C 1.247 2.580 -1.331 -0.19
C 1.080 4.095 -1.374 -0.06
H -2.287 -1.005 2.645 0.07
H -2.720 -2.634 2.119 0.07
H -1.022 -2.146 2.197 0.07
H -1.783 -2.141 -0.154 0.12
H -1.361 -0.519 0.379 0.07
H -5.313 -1.626 -0.181 0.12
H -4.068 -2.867 0.094 0.12
H -4.382 -1.136 -2.409 0.08
H -4.795 -2.849 -2.289 0.07
H -3.107 -2.338 -2.182 0.07
H -2.401 1.118 1.665 0.06
H -3.601 2.293 1.041 0.09
H 3.657 1.526 1.915 0.14
H 3.556 2.878 0.756 0.14
H 2.710 -0.533 1.799 0.09
H 2.693 -2.964 1.651 0.10
H 3.669 -4.119 -0.299 0.10
H 4.684 -2.790 -2.121 0.10
H 4.712 -0.321 -1.973 0.12
H 2.275 2.295 -1.562 0.12
H 0.572 2.110 -2.053 0.11
H 0.050 4.366 -1.155 0.06
H 1.732 4.575 -0.647 0.08
H 1.333 4.462 -2.365 0.08
```

---

No. 2
Entry from OMol25: a cluster of 2 separate species, C3H9NO3 in total at a distorted geometry (ωB97M-V/def2-TZVPD).

Output
electronic energy = -400.18679 hartree
LUMO = 0.57 eV
SMILES = CC(=O)NCO.O
orbital gap = 10.45 eV
energy above the lowest of the compared OMol25 structures with the same formula, charge and spin = 0.944 eV
maximum force = 1.26 eV/A

Structure (XYZ):
```
16
Properties=species:S:1:pos:R:3:lowdin_charge:R:1
C 1.136 0.986 0.848 0.00
C -0.215 1.546 0.448 -0.52
O -0.544 2.686 0.674 0.06
N -1.016 0.709 -0.306 0.07
C -0.645 -0.606 -0.742 -0.26
O 0.305 -0.611 -1.814 -0.06
H 0.992 0.217 1.611 0.09
H 1.721 0.604 0.021 0.08
H 1.650 1.790 1.371 0.08
H -1.715 1.150 -0.884 0.14
H -0.128 -1.179 0.024 0.10
H -1.552 -1.116 -1.068 0.12
H 0.236 0.196 -2.340 0.09
O 0.737 -3.495 0.778 -0.06
H 0.351 -4.163 0.199 0.04
H 0.113 -3.499 1.522 0.04
```